# 1
{"formula": "C10H14BrClSi", "method": "the ωB97M-V functional and the def2-TZVPD basis", "symbols": ["C", "C", "C", "C", "C", "C", "C", "C", "C", "C", "Si", "Cl", "Br", "H", "H", "H", "H", "H", "H", "H", "H", "H", "H", "H", "H", "H", "H"], "xyz": [[2.59883, 1.52470, 0.67990], [1.77002, 0.59946, 1.30821], [3.17302, 1.35416, -0.58509], [1.44510, -0.48071, 0.56694], [2.70355, 0.32033, -1.40847], [1.82793, -0.58428, -0.79213], [-3.18710, -0.82336, 1.43469], [-1.96620, -0.28879, 0.77955], [-2.41022, 0.75401, -0.22931], [-1.25312, 1.18568, -0.90035], [1.11728, -2.02335, -1.97541], [2.58367, -2.61199, -3.25105], [0.60438, -3.71195, -0.51579], [2.80298, 2.41406, 1.19731], [1.61166, 0.74369, 2.33074], [3.72814, 2.07785, -1.16405], [0.72718, -1.19451, 0.95092], [2.87929, 0.04596, -2.42119], [-3.57752, -1.57655, 0.75506], [-2.94371, -1.28299, 2.44595], [-4.03351, -0.04910, 1.58521], [-1.40540, -1.12171, 0.36922], [-1.23173, 0.20392, 1.46173], [-3.18688, 0.37663, -0.84061], [-2.90870, 1.50523, 0.61266], [-0.33082, 0.83436, -0.58440], [-1.13812, 1.80926, -1.81024]], "lowdin_charge": [-0.081, -0.095, -0.064, -0.179, -0.124, -0.396, -0.130, -0.335, -0.269, 0.139, -0.121, 0.211, 0.187, 0.084, 0.095, 0.100, 0.053, 0.053, 0.075, 0.097, 0.099, 0.082, 0.119, 0.111, 0.196, 0.004, 0.092], "multiplicity": 1, "homo_ev": [-6.44, -6.16], "homo_lumo_gap_ev": [3.9, 3.0], "energy_ev": -101035.8474, "e_above_lowest_kj_mol": 381.63, "total_charge": 0}



# 2
{"formula": "C10H14ClFInNO3PSn", "method": "the ωB97M-V functional and the def2-TZVPD basis", "symbols": ["C", "C", "C", "C", "C", "C", "C", "In", "O", "N", "O", "C", "C", "F", "P", "O", "Cl", "C", "H", "H", "H", "H", "H", "H", "H", "H", "H", "H", "H", "H", "H", "H", "Sn"], "xyz": [[2.93925, 0.46037, 2.50855], [1.48864, -0.10217, 2.48969], [1.03614, -1.32703, 3.18380], [-0.35794, -1.75111, 3.06979], [-1.34994, -1.01072, 2.25987], [-0.92051, 0.20201, 1.56903], [-1.84954, 1.06264, 0.65615], [-0.83571, 0.96693, -1.37497], [0.98030, 2.04478, -1.34044], [1.85212, 1.50329, -2.22285], [2.88697, 2.08533, -2.17509], [-0.33946, -1.24922, -1.66419], [0.36156, -1.55819, -3.02949], [-1.48300, -2.05337, -1.40674], [-2.24621, 1.94152, -3.26631], [-1.11535, 2.52940, -4.36909], [-3.33220, 0.49699, -4.27733], [0.47576, 0.62254, 1.70397], [3.71672, -0.25578, 2.14457], [2.95405, 1.32964, 1.78926], [3.14235, 0.88867, 3.52271], [1.79401, -1.90550, 3.77158], [-0.66197, -2.67728, 3.62502], [-2.41167, -1.35181, 2.14369], [-1.96168, 2.11094, 1.03767], [-2.87961, 0.60541, 0.61389], [0.38873, -1.46729, -0.82347], [0.66779, -2.63781, -3.02024], [-0.36000, -1.36518, -3.86525], [1.30520, -0.95152, -3.11389], [-0.35211, 2.88986, -3.86209], [0.81485, 1.54161, 1.16487], [-4.34755, -1.61795, 2.55733]], "lowdin_charge": [-0.046, -0.197, -0.016, -0.055, -0.136, -0.289, -0.210, 0.738, -0.313, -0.193, 0.016, -0.368, -0.111, -0.114, 0.528, -0.377, 0.232, -0.017, 0.093, 0.084, 0.094, 0.119, 0.107, -0.227, 0.062, 0.008, 0.102, 0.088, 0.074, 0.072, 0.053, 0.104, 1.097], "multiplicity": 1, "homo_ev": -9.86, "homo_lumo_gap_ev": 2.3, "energy_ev": -53747.3450, "total_charge": 1}



# 3
{"formula": "C10H14CrF15NO16S5", "method": "the ωB97M-V functional and the def2-TZVPD basis", "symbols": ["Cr", "C", "N", "C", "C", "C", "C", "O", "H", "H", "H", "H", "H", "H", "H", "H", "H", "H", "H", "H", "H", "H", "C", "F", "F", "F", "S", "O", "O", "O", "C", "F", "F", "F", "S", "O", "O", "O", "C", "F", "F", "F", "S", "O", "O", "O", "C", "F", "F", "F", "S", "O", "O", "O", "C", "F", "F", "F", "S", "O", "O", "O"], "xyz": [[-0.16308, 0.95625, 0.49029], [0.74651, -3.39720, 0.12045], [-0.09582, -3.46648, -1.10694], [0.57265, -2.65690, -2.22703], [-0.12726, -4.92310, -1.51951], [-1.53857, -2.99114, -1.00851], [-1.68870, -1.49933, -0.90824], [-0.94368, -0.97883, 0.15075], [0.52044, -4.19005, 0.83776], [0.44896, -2.48773, 0.63729], [1.81226, -3.41842, -0.07551], [0.54749, -1.60639, -1.93780], [0.20857, -2.96427, -3.19939], [1.62605, -2.91689, -2.11651], [-0.61729, -5.02969, -2.48596], [-0.74062, -5.35072, -0.73060], [0.88905, -5.29045, -1.61605], [-2.17942, -3.62282, -0.38565], [-1.93837, -3.32997, -1.97274], [-2.77516, -1.34631, -0.86610], [-1.38703, -1.00707, -1.83132], [-1.24778, -1.47615, 0.92686], [-1.18102, 0.39233, 4.91602], [-2.06955, -0.55829, 5.26425], [-1.05713, 1.24595, 5.92254], [-0.03008, -0.23915, 4.68552], [-1.85890, 1.29013, 3.37816], [-3.25706, 0.86036, 3.34995], [-1.68437, 2.70411, 3.63628], [-1.04780, 0.72550, 2.28104], [-3.90164, 2.18518, -2.23238], [-3.08329, 3.10984, -2.72016], [-5.14395, 2.68344, -2.28817], [-3.86523, 1.08559, -3.00207], [-3.40120, 1.83084, -0.43190], [-3.77623, 3.05541, 0.20553], [-4.05955, 0.59803, -0.01532], [-1.94429, 1.60172, -0.50173], [4.22085, -0.05850, 0.76936], [4.79992, -0.18647, 1.98164], [4.00067, 1.24591, 0.61491], [5.03759, -0.53488, -0.15903], [2.56011, -0.94819, 0.83308], [2.80342, -1.98973, 1.81558], [1.57871, 0.07307, 1.22166], [2.23112, -1.52884, -0.46641], [0.60202, 2.57551, -3.45782], [0.44243, 3.46043, -2.50474], [-0.54554, 2.40457, -4.08586], [1.52711, 3.02116, -4.29607], [1.22668, 0.94962, -2.70171], [2.67513, 1.08755, -2.57665], [0.51356, 0.84761, -1.41998], [0.79844, -0.04492, -3.67656], [2.27406, 3.56474, 2.87513], [2.05429, 2.32356, 3.23081], [1.77178, 4.38073, 3.79195], [3.58436, 3.79897, 2.83687], [1.46538, 3.96757, 1.18312], [0.64515, 2.77217, 0.86961], [0.62590, 5.09924, 1.45343], [2.53894, 4.14177, 0.24458]], "lowdin_spin": [3.708, 0.001, 0.000, 0.000, 0.000, 0.002, 0.006, 0.031, 0.000, 0.000, 0.000, 0.000, 0.000, 0.000, 0.000, 0.000, 0.000, 0.000, 0.001, 0.000, 0.000, 0.003, 0.000, 0.000, 0.000, 0.000, 0.005, 0.001, 0.003, 0.025, 0.004, 0.000, 0.001, 0.000, 0.010, 0.002, 0.002, 0.038, 0.003, 0.000, 0.000, 0.001, 0.013, 0.005, 0.041, 0.001, 0.001, 0.000, 0.000, 0.001, 0.006, 0.002, 0.023, 0.000, 0.002, 0.000, 0.000, 0.001, 0.010, 0.042, 0.003, 0.003], "multiplicity": 5, "homo_ev": [-1.52, -4.13], "homo_lumo_gap_ev": [4.7, 7.3], "energy_ev": -168211.3119, "e_above_lowest_kj_mol": 44.32, "total_charge": -2}